1.
The following is a quantum chemistry calculation of a single C5H6F2O molecule, from the Open Molecules 2025 dataset.

Output
**Energy relative to the best compared isomer or geometry (same formula, charge and spin)**: 270.95 kJ/mol
**Max |F|**: 0.07232 hartree/bohr
**HOMO-LUMO gap**: 9.4 eV

Element x y z (Å)
F 1.093 -1.421 -0.276
F 2.687 0.020 -0.522
O -2.247 -1.390 -0.290
C 0.791 0.567 1.122
C 0.423 1.061 -0.285
C -0.758 0.326 -0.887
C 1.400 -0.128 0.039
C -1.414 -0.407 0.008
H -0.878 0.025 -1.960
H -1.293 -0.270 1.132
H 1.060 1.972 -0.550
H 0.132 0.037 1.864
H 1.359 1.059 1.842
H -2.355 -1.452 -1.238



2.
The following is a quantum chemistry calculation of 2 unconnected molecules or ions with the total composition C5H6F2O, from the Open Molecules 2025 dataset.

Output
**Energy relative to the best compared isomer or geometry (same formula, charge and spin)**: 392.47 kJ/mol
**Max |F|**: 0.08595 hartree/bohr
**HOMO-LUMO gap**: 10.4 eV

Element x y z (Å)
F -2.498 -0.165 -1.378
F -3.214 2.384 1.271
O 0.049 -0.676 1.517
C 1.548 0.712 0.319
C 1.002 -1.593 -0.543
C -2.755 0.562 -0.347
C 0.746 -0.502 0.557
C -2.939 1.491 0.387
H 1.794 1.388 1.231
H 2.450 0.540 -0.321
H -0.041 -1.816 -1.067
H 1.213 -2.443 0.051
H 1.736 -1.364 -1.318
H 0.909 1.483 -0.359